This record from OMol25 describes an isolated molecule of C12H14BrNO in a non-equilibrium geometry. The level of theory is wB97M-V/def2-TZVPD.

The electronic energy is -3169.6814 Eh. Its SMILES is Cc1ccccc1C1=NC(C)(C)[C@@H](Br)O1. Its energy relative to the best compared isomer or geometry (same formula, charge and spin) is 0.0 kcal per mole. The HOMO energy is -9.013 eV. The calculation puts the HOMO-LUMO gap at 9.52 eV.

Geometry as XYZ:
```
29
C12H14BrNO (wB97M-V/def2-TZVPD)
H -0.56 -3.74 1.74
C -0.73 1.96 -1.16
H 2.08 1.18 -3.72
C 0.42 -1.84 1.42
H 1.71 -0.30 -1.77
H -1.38 2.37 0.83
Br -0.66 -0.01 3.66
C -0.08 -3.19 0.94
C -0.52 2.77 -2.27
C 1.53 -1.95 2.45
H 1.88 -0.97 2.75
H 1.19 -2.49 3.33
H -0.79 -3.06 0.12
C -0.94 -0.96 1.96
H -1.15 3.64 -2.41
H -2.24 3.28 -0.42
C 0.09 0.83 -1.00
H 0.77 -3.77 0.57
C -0.03 -0.11 0.10
C 1.10 0.57 -1.93
H -2.58 1.56 -0.16
H -1.82 -1.59 2.10
H 2.37 -2.48 2.00
O -1.12 -0.05 0.95
N 0.81 -1.03 0.32
C 0.48 2.51 -3.18
C -1.79 2.32 -0.17
C 1.30 1.40 -3.01
H 0.63 3.16 -4.03
```

Atomic partial charges in e from the Mulliken method, atoms 1 to 8: number 1, H, carries 0.396; number 2, C, carries 0.864; number 3, H, carries 0.399; number 4, C, carries 1.474; number 5, H, carries 0.481; number 6, H, carries 0.296; number 7, Br, carries -0.206; number 8, C, carries -1.603

This record from OMol25 describes a cluster of 16 separate species, C8H48F2NO20P in total in a non-equilibrium geometry. The level of theory is wB97M-V/def2-TZVPD.

The electronic energy is -2434.1963 Eh. The HOMO energy is -9.174 eV. The calculation puts the HOMO-LUMO gap at 9.16 eV.

Geometry as XYZ:
```
80
C8H48F2NO20P (wB97M-V/def2-TZVPD)
H -5.06 0.95 -1.86
H -2.77 1.10 -2.55
O 7.41 -0.61 -0.87
C 1.04 -0.80 3.49
O 8.60 3.94 1.03
F 1.36 1.02 1.21
H 7.27 0.29 -0.54
O -4.01 -0.84 -1.27
H 2.88 -2.14 7.07
O -5.63 -3.70 -0.81
H 9.15 4.37 0.36
H -2.04 -1.12 -3.95
H 0.30 -0.95 4.29
O 4.50 0.00 3.00
O 7.20 2.39 -0.60
H -4.04 5.13 0.75
O 4.81 1.72 -1.79
O -7.09 1.57 -0.21
H 1.39 1.89 -1.41
C 1.04 0.88 -1.14
H 5.34 2.14 -2.47
H -5.19 -2.94 -1.22
H -2.54 5.04 0.95
P -2.66 -0.91 -1.92
H -1.46 -1.47 1.98
O -8.43 4.17 -0.97
C 2.28 -0.06 -1.15
H -8.00 1.53 0.13
F 0.87 -3.43 -2.69
H -1.58 -4.13 -0.97
C -0.67 -0.70 1.92
N 0.34 -3.43 -1.38
H -3.55 1.60 1.46
O 0.96 -0.81 -3.96
C -0.67 -0.15 0.49
O -3.39 -2.89 -6.19
H 8.08 2.06 -0.38
H 0.76 -1.74 -3.78
H -5.48 2.42 -1.79
H 5.40 1.72 -1.02
O -4.98 1.80 -2.32
H 9.16 3.93 1.82
H -0.18 1.92 0.30
H 4.53 -0.96 3.09
H 3.23 0.48 -1.23
H -7.79 3.56 -0.59
H -3.12 -2.27 -6.88
H -2.17 -2.19 0.07
O -0.41 -1.22 -0.43
H 1.66 -0.85 -4.62
O -2.72 1.85 1.87
H -9.16 4.18 -0.35
H -2.87 2.75 2.17
O -3.35 4.54 1.06
H 6.60 -0.81 -1.34
O 0.56 -1.32 2.25
H -1.34 -3.29 -2.54
H 0.35 0.58 -1.92
H -6.40 -3.31 -0.38
C 0.36 0.97 0.23
H 1.96 -1.29 3.78
H 7.11 3.17 -0.04
H 0.59 -4.32 -0.96
O 3.26 -1.85 7.92
H -6.86 0.64 -0.36
H -1.66 0.31 0.34
H 2.28 -0.67 -0.24
C -1.56 -1.91 -0.80
C -1.11 -3.27 -1.47
O 1.84 -2.66 5.59
H -0.97 0.10 2.59
H 2.16 -0.73 -2.00
O -2.75 -1.52 -3.43
H 0.99 -2.70 6.05
H 2.03 -3.58 5.37
O -2.07 0.60 -2.09
H 4.19 -1.70 7.73
H 3.72 0.16 2.46
H -3.03 -2.52 -5.37
H 1.17 0.29 3.41
```

Atomic partial charges in e from the Mulliken method, atoms 1 to 8: number 1, H, carries 0.308; number 2, H, carries 0.343; number 3, O, carries -0.630; number 4, C, carries -0.502; number 5, O, carries -0.643; number 6, F, carries -0.340; number 7, H, carries 0.353; number 8, O, carries -0.737

This record from OMol25 describes a structure of composition C41H49F3N2O3P2RuSSeSi2. The level of theory is wB97M-V/def2-TZVPD.

The electronic energy is -6383.0441 Eh. As for the total charge: -1. Its energy relative to the best compared isomer or geometry (same formula, charge and spin) is 0.0 kcal per mole. The HOMO energy (alpha / beta) is -4.585 / -4.590 eV. Its spin multiplicity is 2. The calculation puts the HOMO-LUMO gap (alpha / beta) at 6.96 / 6.96 eV.

Geometry as XYZ:
```
105
C41H49F3N2O3P2RuSSeSi2 (wB97M-V/def2-TZVPD)
N 1.85 1.18 0.08
H -0.67 -1.38 7.06
H 0.93 -3.66 -2.23
H -3.54 1.10 3.26
H -4.41 2.23 -0.98
C -0.46 -2.31 5.13
H -0.31 -2.94 3.09
C -3.24 -3.19 -5.82
H 2.68 1.69 6.36
H -1.22 0.84 6.13
C 4.40 -3.04 -0.44
H 5.13 1.74 0.26
C 5.64 -2.73 0.10
C 2.78 0.00 5.04
H -4.31 0.00 2.11
O -0.69 2.48 -1.48
H 4.29 -3.88 -1.11
H -1.34 1.16 3.67
H -1.88 -1.33 -1.17
C -0.44 -0.77 -4.89
H 3.96 1.44 -2.44
O 0.33 3.33 -3.54
H -2.16 3.64 2.17
C -4.28 -3.45 -0.10
H -5.08 -4.07 -0.49
H 3.09 -0.69 5.82
C 2.54 1.33 5.35
C -0.02 -1.29 -3.65
H 4.92 3.48 0.44
H -3.52 -2.61 -6.70
C -1.61 -3.09 -3.90
C 5.78 -1.64 0.95
Si 2.86 2.48 -0.47
C 1.95 4.09 -0.21
H -4.52 0.51 -0.59
H 2.32 -2.47 -0.55
H 4.23 2.40 1.65
C -2.54 3.46 1.15
H -3.18 1.13 -1.55
C -3.02 -2.59 1.76
H 4.08 3.21 -2.45
C -3.50 -2.70 -0.97
H 1.73 4.25 0.85
H -2.87 -2.54 2.83
H -1.83 -0.97 -6.50
H 0.13 -2.54 -1.14
H 1.93 3.25 4.60
H -0.31 0.71 -6.43
P 1.96 -0.12 1.01
H 2.57 2.42 -2.94
C 0.53 -0.97 0.63
C 0.25 0.39 -5.55
S -0.88 2.93 -2.88
F -2.91 4.35 -1.94
O -1.83 2.13 -3.61
C -1.75 4.52 -2.57
C 2.12 2.21 4.36
F -1.00 5.35 -1.83
H 6.50 -3.34 -0.14
H -1.77 3.80 0.45
H -2.97 -4.20 -6.15
C 1.95 1.75 3.06
H -3.67 -2.73 -2.04
C -2.23 -1.84 0.90
C -1.04 0.00 5.47
H -3.43 4.07 1.01
C -0.52 -2.12 3.76
H 4.78 -0.01 1.92
H 6.74 -1.40 1.37
H -2.04 -4.01 -3.53
N -1.37 0.80 0.91
C -2.10 -2.54 -5.08
P -0.93 -0.66 1.43
C 2.21 0.42 2.74
Se 1.36 -0.37 -2.66
C 3.41 2.37 -2.25
H 1.00 4.07 -0.75
F -2.01 5.14 -3.74
Ru 0.05 0.53 -0.77
C -4.00 1.03 2.28
H 2.82 -1.49 3.50
H -4.65 -3.97 1.95
C -1.49 -1.40 -5.57
C -0.72 -1.24 5.99
C -1.11 0.19 4.09
C -0.87 -0.88 3.23
H 0.36 1.24 -4.88
C 4.67 -0.86 1.25
H -0.71 -4.00 -1.67
H 1.25 0.10 -5.86
C -3.83 1.35 -0.71
H 1.61 2.42 2.28
C 3.42 -1.16 0.71
H -4.91 1.65 2.29
H 2.53 4.95 -0.57
C -0.57 -2.49 -3.19
C 3.29 -2.25 -0.14
C -4.04 -3.40 1.26
C -0.03 -3.21 -1.98
C -2.48 -1.90 -0.47
H -4.12 -3.28 -5.18
C 4.43 2.52 0.58
H -0.20 -3.28 5.53
C 2.62 -0.45 3.74
Si -2.88 1.64 0.88
```

Atomic partial charges in e from the Mulliken method, atoms 1 to 8: number 1, N, carries 0.131; number 2, H, carries 0.386; number 3, H, carries 0.506; number 4, H, carries 0.304; number 5, H, carries 0.407; number 6, C, carries -0.777; number 7, H, carries 0.500; number 8, C, carries -1.482

Question: Which value of electronic energy does entry 2 give?
Answer: -2434.1963 Eh